Below is a structure of composition C37H96CdF6N2O18S2 at a distorted geometry, with properties calculated with the ωB97M-V functional and the def2-TZVPD basis.

As for the total charge: 0. The calculation puts the gap between HOMO and LUMO at 0.2271 hartree. The highest occupied orbital energy comes out at -7.492 eV. Its electronic energy is -4494.20648 Eh.

Atoms and positions in Å:
Cd  14.14256  -6.73075  2.02721
C  17.85816  -7.33247  -0.37571
C  17.24488  -8.28185  0.65107
C  18.12344  -9.56542  0.72305
C  19.35342  -9.39209  1.62014
C  18.88941  -8.93579  2.98693
C  18.13695  -7.60674  2.95912
N  17.06991  -7.71432  1.99426
O  16.22571  -6.61471  2.00795
C  19.11556  -6.44909  2.74239
C  17.57747  -7.48929  4.39156
C  15.88347  -8.79471  0.19368
H  18.86513  -7.01546  -0.11417
H  17.23562  -6.44348  -0.49886
H  17.84884  -7.84082  -1.34137
H  18.48759  -9.86122  -0.26605
H  17.55372  -10.44512  1.03632
H  19.97744  -8.62252  1.15281
H  19.96994  -10.29032  1.66816
H  19.77758  -8.91850  3.62684
H  18.24981  -9.70692  3.42736
H  18.61144  -5.48126  2.64850
H  19.65134  -6.53319  1.79308
H  19.86239  -6.30348  3.52461
H  16.87990  -8.31977  4.54777
H  16.95834  -6.59960  4.52682
H  18.34834  -7.56393  5.15427
H  15.94976  -9.40862  -0.70415
H  15.16342  -7.97983  0.05590
H  15.38209  -9.42201  0.94070
C  15.12185  -3.57615  -0.15127
F  16.29279  -4.09260  0.14289
F  14.60788  -3.01512  0.93700
F  15.23836  -2.68757  -1.11264
S  13.94476  -4.91668  -0.78810
O  13.09256  -4.22680  -1.72188
O  14.73193  -5.97585  -1.34196
N  13.28929  -5.50529  0.72648
S  11.70184  -5.41308  0.65245
O  11.06116  -5.71037  -0.60220
O  11.19471  -6.18770  1.76584
C  11.32477  -3.63225  1.13384
F  11.77311  -2.80298  0.21294
F  10.00254  -3.58682  1.21114
F  11.87518  -3.32253  2.30285
C  13.56400  -0.33492  2.46148
C  13.27078  1.02157  3.05671
O  14.37640  1.90140  2.90119
H  12.74746  -1.00012  2.73694
H  14.48321  -0.70000  2.93020
H  13.69948  -0.29476  1.38213
H  13.05327  0.91983  4.12609
H  12.34173  1.40623  2.61551
H  14.23068  2.70120  3.41080
C  19.29591  -3.69987  -1.50100
C  19.04539  -4.53803  -2.73862
O  19.95795  -4.12722  -3.78556
H  19.47644  -2.64402  -1.68986
H  20.24403  -4.02360  -1.04855
H  18.55421  -3.90364  -0.72760
H  18.05206  -4.37952  -3.15339
H  19.25893  -5.60481  -2.64349
H  20.85902  -4.18938  -3.45697
C  14.86763  -0.35051  -3.82034
C  14.19654  -0.55252  -5.16722
O  15.00482  -0.00701  -6.20918
H  15.24556  0.66884  -3.69629
H  15.81177  -0.89994  -3.71059
H  14.25431  -0.55508  -2.94227
H  13.25754  -0.00392  -5.21660
H  13.97593  -1.61109  -5.32919
H  15.82208  -0.51744  -6.22286
C  8.48310  -7.10348  3.85895
C  8.75951  -5.62267  4.11851
O  7.58443  -5.03111  4.67107
H  7.59085  -7.28438  3.25793
H  8.39569  -7.66395  4.79096
H  9.31209  -7.57143  3.31728
H  8.94980  -5.10480  3.17370
H  9.59889  -5.50060  4.79930
H  6.81696  -5.31496  4.17086
C  17.32130  -0.18602  -0.95881
C  16.23188  -0.19871  0.09052
O  16.46025  0.93255  0.92378
H  17.13445  0.54555  -1.74822
H  17.35883  -1.13442  -1.50477
H  18.32636  -0.00493  -0.58340
H  16.30807  -1.09861  0.71051
H  15.23497  -0.19337  -0.36059
H  15.73125  1.03910  1.55418
C  9.15344  -8.47948  -1.60426
C  8.18042  -7.81036  -0.65097
O  6.83865  -7.79498  -1.13698
H  8.84763  -9.50310  -1.84366
H  10.15599  -8.46514  -1.17829
H  9.15846  -7.96326  -2.56553
H  8.54903  -6.78780  -0.54226
H  8.19155  -8.23855  0.35650
H  6.55560  -8.71396  -1.16711
C  8.61850  -3.97248  -1.55413
C  7.82892  -4.51330  -2.73025
O  6.62410  -5.12520  -2.30232
H  8.25014  -3.08188  -1.05378
H  9.60555  -3.73501  -1.97524
H  8.81011  -4.80079  -0.87701
H  8.40327  -5.21101  -3.35120
H  7.63033  -3.72646  -3.46277
H  6.80637  -5.96086  -1.85021
C  14.95040  -3.89161  4.44373
C  14.28368  -5.18280  4.86503
O  13.42946  -5.67219  3.81415
H  15.57245  -4.02751  3.55495
H  15.55767  -3.42675  5.22006
H  14.19554  -3.15314  4.15292
H  13.73534  -5.02777  5.80138
H  15.01858  -5.92750  5.17694
H  12.62701  -5.14001  3.91344
C  11.65183  -6.94528  -3.65215
C  11.15609  -7.58177  -4.92825
O  10.57589  -6.55672  -5.74577
H  10.81534  -6.37687  -3.24676
H  12.47970  -6.26079  -3.83939
H  12.00878  -7.69892  -2.95054
H  10.37537  -8.32840  -4.74305
H  11.94793  -8.07481  -5.50239
H  10.45375  -6.88477  -6.63909
C  15.76808  -8.34044  -3.50667
C  14.93233  -9.51183  -4.03792
O  15.73215  -10.49662  -4.64968
H  16.68268  -8.72881  -3.05884
H  15.20164  -7.76804  -2.77255
H  16.07305  -7.67884  -4.32039
H  14.16521  -9.14540  -4.73478
H  14.34240  -9.96451  -3.23780
H  16.08234  -10.17952  -5.48549
C  9.23018  -0.77195  2.84246
C  8.40492  0.50636  2.95202
O  9.19396  1.53947  3.54133
H  9.36725  -1.21239  3.83601
H  10.26282  -0.57928  2.54108
H  8.74270  -1.52808  2.22863
H  7.55706  0.32364  3.61974
H  8.03697  0.78782  1.96202
H  9.20544  2.28911  2.94267
C  11.35002  0.27131  -1.20426
C  12.26599  1.46296  -0.95756
O  12.72853  1.90930  -2.23115
H  11.10759  -0.16249  -0.23052
H  11.87348  -0.51623  -1.74686
H  10.46975  0.62116  -1.73759
H  13.09838  1.14271  -0.32182
H  11.69996  2.28514  -0.51088
H  13.23876  2.71825  -2.13213
C  15.42923  -4.18965  -4.61065
C  15.33563  -4.21270  -6.12689
O  16.44171  -4.99986  -6.65308
H  15.18262  -5.14407  -4.14581
H  14.62385  -3.53281  -4.25094
H  16.36325  -3.75207  -4.26648
H  15.58204  -3.21471  -6.50530
H  14.36612  -4.49529  -6.52185
H  17.22630  -4.47025  -6.49098